104
Properties=species:S:1:pos:R:3 method="wB97M-V/def2-TZVPD" de_lowest_kcal_mol=266.7 energy_ev=-79659.473 total_charge=+2 mol_weight_g_mol=788.53 homo_energy_ev=-11.5
In 5.25 -3.95 1.02
P 1.93 -0.21 -0.33
Na 5.26 2.27 0.87
Na 2.11 0.83 3.97
O -0.62 8.34 1.38
O -1.26 -2.04 9.63
O -3.51 -2.08 5.10
O -5.17 2.41 -4.17
O 3.48 -0.25 -0.63
O 4.68 5.50 -1.26
O 1.67 1.18 0.27
O 1.95 -1.25 0.89
O 1.03 -0.76 -1.51
O -4.73 -2.75 -4.76
O 2.34 -6.31 -0.19
O 5.15 -4.12 -3.49
N -1.55 -0.72 6.40
N -3.54 0.00 -2.64
N 2.51 -4.71 -2.56
N 2.10 5.98 0.12
C 2.87 -7.63 -0.35
C -2.89 -0.99 4.44
C -3.31 1.41 -2.50
C -1.23 9.63 1.23
C 4.01 -3.59 -4.17
C 0.41 7.91 0.48
C 2.43 6.47 -1.28
C -4.60 2.33 -2.83
C 5.63 4.57 -1.77
C -2.49 0.04 5.54
C 0.75 6.48 0.50
C -4.06 -3.83 -5.37
C -4.24 2.91 -5.06
C -3.72 -2.01 -3.97
C -1.80 -0.48 7.83
C 1.42 -5.69 -2.38
C -0.72 -1.03 8.72
C 6.23 -3.19 -3.50
C -0.48 -3.08 10.18
C -4.02 -0.56 -3.92
C 3.41 5.55 -1.88
C -4.07 -2.96 4.09
C 2.82 -4.52 -3.99
C 1.16 -6.01 -0.84
H 0.46 6.15 1.50
H -4.68 3.35 -5.96
H -3.11 -3.44 -5.74
H -2.04 9.82 1.93
H 3.68 -2.74 -3.56
H 3.92 -7.67 -0.05
H 1.48 6.59 -1.78
H -3.64 -0.07 -4.82
H -2.08 -1.31 3.78
H -3.80 1.98 -5.41
H 2.00 4.99 0.00
H -4.64 -4.07 -6.26
H -0.48 10.42 1.34
H 0.48 -6.85 -0.70
H 3.56 6.03 -2.85
H -4.28 -3.92 4.55
H 6.07 4.85 -2.72
H -1.07 -3.78 10.77
H 1.49 -6.54 -3.06
H 0.08 -1.53 8.17
H -3.52 3.55 -4.56
H 1.26 8.56 0.70
H 6.64 -3.13 -4.50
H -2.46 1.66 -3.15
H -3.30 0.30 6.22
H -5.47 2.03 -2.24
H 0.27 -2.75 10.90
H 2.00 -4.17 -4.62
H 0.07 5.91 -0.14
H 7.01 -3.64 -2.88
H -3.56 -0.42 3.79
H -4.32 3.30 -2.42
H 0.72 -5.08 -0.50
H -2.78 -0.89 8.08
H -2.72 -2.16 -4.37
H 3.26 -5.38 -4.48
H -1.88 0.61 7.92
H -2.01 0.89 5.05
H 2.97 4.56 -2.00
H 6.31 4.62 -0.92
H -0.18 -3.75 9.38
H -2.62 -0.42 -2.69
H 4.17 -3.42 -5.23
H 2.90 -7.85 -1.42
H -5.11 -2.76 3.85
H -3.53 -3.23 3.18
H 2.19 -8.36 0.08
H -1.54 9.86 0.21
H 5.96 -2.21 -3.10
H -4.08 -4.71 -4.73
H 2.14 -3.78 -2.42
H -3.62 -2.41 -2.96
H -5.09 -0.37 -4.03
H -1.74 -1.68 6.15
H 0.14 8.08 -0.57
H 0.51 -5.20 -2.73
H 5.27 3.54 -1.88
H -0.27 -0.21 9.28
H 2.89 7.45 -1.16
H -2.87 1.74 -1.56